71
Properties=species:S:1:pos:R:3:forces:R:3 method="wB97M-V/def2-TZVPD" spin_multiplicity=2 homo_ev="-2.9 / -4.3" e_above_lowest_kj_mol=231.1 fmax_ha_per_bohr=0.03121 total_charge=-1 homo_lumo_gap_ev="5.03 / 6.68" s_squared=0.810 lumo_ev="2.14 / 2.39"
Cu -0.4342 -0.0867 -0.0204 0.02 0.25 -0.06
C -1.5738 -0.4172 -3.6848 -0.12 0.05 -0.21
O -0.7262 -0.9020 -2.6775 0.13 -0.18 0.11
C -0.5841 -2.2546 -2.5699 0.25 -0.17 0.28
C -0.9588 -3.1573 -3.5497 -0.13 0.11 -0.13
C -0.7067 -4.5172 -3.4082 0.02 -0.13 -0.07
C -0.0455 -4.9860 -2.2891 -0.08 -0.15 -0.18
C 0.3419 -4.1014 -1.3061 -0.09 0.15 0.07
C 0.0666 -2.7327 -1.4055 -0.01 -0.58 -0.15
N 0.4444 -1.8491 -0.4283 0.58 1.05 0.64
N 1.3690 -2.2817 0.4028 -0.38 -1.19 -0.83
C 1.9484 -1.4682 1.2817 -0.12 1.14 -0.16
C 1.8192 -0.0425 1.2880 0.61 -1.01 0.52
O 1.1509 0.6143 0.3667 1.12 1.14 -0.21
C 2.4860 0.6824 2.2913 0.16 0.02 0.25
C 3.2753 0.0774 3.2358 -0.11 0.46 -0.05
C 3.4606 -1.3201 3.2377 -0.17 -0.37 -0.18
C 4.2577 -1.9720 4.1978 0.02 -0.09 0.10
C 4.3997 -3.3346 4.1907 0.23 0.15 0.25
C 3.7581 -4.1012 3.2135 -0.17 -0.02 -0.21
C 2.9754 -3.4889 2.2657 0.12 -0.45 0.11
C 2.8012 -2.0990 2.2540 0.11 0.36 0.28
H -1.1592 -0.6020 -4.6864 -0.06 0.01 0.12
H -2.5787 -0.8509 -3.6182 0.11 -0.01 0.04
H -1.6504 0.6568 -3.5289 0.01 -0.03 -0.01
H -1.4344 -2.8137 -4.4550 -0.09 0.09 -0.05
H -1.0139 -5.2016 -4.1854 -0.05 -0.03 -0.10
H 0.1683 -6.0415 -2.1786 -0.01 -0.03 -0.01
H 0.8559 -4.4525 -0.4255 0.03 0.06 0.06
H 2.3605 1.7566 2.2936 -0.03 0.09 -0.02
H 3.7645 0.6689 3.9979 0.06 0.08 0.03
H 4.7433 -1.3735 4.9588 0.06 0.03 0.03
H 5.0123 -3.8203 4.9386 0.04 -0.01 0.06
H 3.8761 -5.1767 3.2150 -0.01 -0.05 -0.05
H 2.4721 -4.0671 1.5068 -0.03 -0.04 -0.05
N -0.6784 -0.9963 2.4254 0.11 0.09 0.03
C -2.0553 -0.9756 2.8807 -0.28 -0.27 0.26
C -2.9853 -1.4289 1.7560 0.08 0.42 -0.15
C -3.0123 -0.3896 0.6070 -1.14 -0.39 1.03
O -3.8951 0.4524 0.6153 -0.11 0.24 0.04
O -2.1325 -0.5272 -0.3087 -0.78 -0.37 -1.12
H -0.3693 -1.9480 2.2514 0.06 0.09 -0.01
H -0.0478 -0.5835 3.1052 -0.02 -0.09 -0.08
H -2.3019 0.0498 3.1710 -0.07 -0.05 0.01
H -2.2154 -1.6243 3.7655 -0.03 0.23 -0.20
H -3.9996 -1.5264 2.1488 0.07 -0.03 -0.09
H -2.6364 -2.3880 1.3678 -0.03 -0.07 0.00
C -4.5584 4.4596 -1.1210 -0.08 0.05 0.07
C -4.1158 4.4870 0.1918 -0.17 0.18 0.03
C -2.9537 3.8271 0.5478 0.22 -0.04 0.14
C -2.2117 3.1067 -0.3815 0.29 -0.58 0.16
C -2.6990 3.0561 -1.6845 0.10 -0.05 -0.06
C -3.8410 3.7384 -2.0611 -0.07 0.01 -0.18
Si -0.5903 2.2244 0.1341 0.26 0.56 -0.44
C 0.7633 2.9636 -1.0007 -0.40 -0.39 0.20
C 1.9083 3.5105 -0.4314 -0.06 0.00 0.16
C 2.9348 4.0165 -1.2064 0.15 0.16 0.04
C 2.8299 4.0130 -2.5867 0.08 -0.01 -0.08
C 1.7029 3.4667 -3.1755 0.03 0.02 -0.21
C 0.6959 2.9356 -2.3894 -0.15 -0.03 0.01
H -5.4611 4.9883 -1.4057 0.02 -0.03 0.01
H -4.6797 5.0266 0.9432 0.00 0.02 0.00
H -2.6077 3.8721 1.5712 -0.02 0.00 0.15
H -2.1770 2.4681 -2.4243 0.00 -0.04 -0.09
H -4.1753 3.7041 -3.0922 -0.02 -0.04 0.04
H -0.2730 2.7825 1.4796 -0.12 -0.27 0.07
H 1.9984 3.5298 0.6441 0.07 -0.01 0.16
H 3.8215 4.4143 -0.7307 0.04 0.05 0.02
H 3.6250 4.4200 -3.1986 0.02 0.00 -0.01
H 1.6077 3.4470 -4.2536 0.02 -0.02 -0.05
H -0.1564 2.4832 -2.8724 -0.08 -0.03 -0.11

73
Properties=species:S:1:pos:R:3:forces:R:3 method="wB97M-V/def2-TZVPD" homo_ev=-7.2 fmax_ha_per_bohr=0.06921 total_charge=0 homo_lumo_gap_ev=5.73 lumo_ev=-1.48
C 0.6148 -4.3509 2.7018 -0.26 -0.29 0.13
N 0.3829 -2.9236 2.6617 0.65 0.48 -0.07
C 1.4123 -2.0331 2.7699 0.12 -0.35 0.95
O 2.5627 -2.3084 3.0880 -1.01 0.47 -0.71
C 0.8146 -0.6361 2.5246 0.71 -0.52 0.78
C 1.2978 -0.0888 1.1877 -0.33 0.24 -0.58
C 2.7919 0.0196 1.1715 0.73 0.18 0.04
C 3.5851 -0.8400 0.4083 -0.26 -0.27 0.09
F 2.9758 -1.7784 -0.3687 0.49 0.65 0.45
C 4.9747 -0.8303 0.4819 0.22 -0.16 -0.09
F 5.7079 -1.6957 -0.2513 -0.49 0.61 0.52
C 5.6063 0.0621 1.3535 0.19 -0.01 -0.07
F 6.9491 0.0611 1.4613 -0.92 0.02 -0.08
C 4.8426 0.9523 2.1132 0.21 0.12 0.22
F 5.4504 1.8008 2.9698 -0.42 -0.55 -0.64
C 3.4556 0.9277 2.0007 -0.07 0.03 0.19
F 2.7253 1.7779 2.7782 0.49 -0.59 -0.59
N -0.6211 -0.8888 2.6180 -0.08 0.65 -0.37
C -1.4899 0.1216 2.7417 -0.56 -0.40 0.51
C -2.8775 -0.0001 2.6030 -0.02 -0.19 -0.60
C -3.8639 0.8849 3.0140 1.05 -2.45 0.20
C -5.1966 0.7279 2.4974 -1.84 -0.42 -0.57
C -6.0700 1.8201 2.2148 0.68 0.17 0.40
C -7.3456 1.6287 1.6948 0.00 -0.70 -0.12
C -7.7706 0.3386 1.3324 0.61 0.39 0.27
C -6.9127 -0.7502 1.5580 -0.61 0.09 0.09
C -5.7119 -0.5702 2.2186 0.78 0.34 -0.10
C -0.9226 -2.3282 2.3896 -0.31 -0.51 -0.26
C -1.3285 -2.5945 0.9326 0.00 0.09 -0.20
C -1.9737 -2.9281 3.3395 0.17 0.21 0.26
H 1.6924 -4.5367 2.7256 -0.24 0.19 -0.01
H 0.1603 -4.7907 3.5973 0.13 0.02 -0.14
H 0.1820 -4.8367 1.8201 0.11 0.07 0.09
H 1.1499 0.0429 3.3219 -0.24 -0.24 -0.11
H 0.9811 -0.7499 0.3693 0.00 0.31 0.22
H 0.8497 0.9044 1.0438 0.06 -0.23 -0.11
H -1.0606 1.1151 2.9323 -0.01 -0.46 0.09
H -3.2166 -0.8809 2.0563 0.10 0.27 -0.17
H -3.6998 1.6964 3.8076 -0.24 -0.25 -1.01
H -5.6906 2.8287 2.3989 -0.29 -0.54 -0.10
H -8.0027 2.4922 1.5628 0.26 -0.32 -0.05
H -8.7594 0.1894 0.9072 0.21 -0.03 -0.04
H -7.2079 -1.7490 1.2321 -0.02 0.23 0.32
H -5.1339 -1.4377 2.5594 -0.25 0.22 -0.38
H -0.4735 -2.4369 0.2617 -0.25 -0.02 0.15
H -1.6661 -3.6353 0.8315 0.09 0.32 -0.04
H -2.1443 -1.9302 0.6264 0.14 -0.21 0.01
H -1.6221 -2.8679 4.3788 -0.14 0.01 -0.25
H -2.9316 -2.4076 3.2595 0.24 -0.22 0.06
H -2.1362 -3.9846 3.0762 0.12 0.39 0.10
C -7.2087 4.5198 9.1768 0.12 0.19 0.07
C -7.6687 5.0970 7.9850 0.40 -0.20 -0.03
C -6.8313 5.1196 6.8682 -0.13 -0.22 0.41
C -5.5437 4.5670 6.9246 -0.02 0.30 0.00
C -4.7001 4.7373 5.6866 0.08 0.29 -0.33
C -3.7228 3.6303 5.2087 0.13 0.00 -0.57
C -2.3741 4.2327 4.8378 0.47 0.11 0.13
O -2.4962 4.6098 3.4475 0.41 0.06 0.57
C -3.4959 3.8284 2.9025 -1.26 -0.58 1.84
O -3.7856 3.9052 1.7184 0.53 -0.39 0.54
N -4.0909 3.0524 3.9072 0.05 3.56 -0.14
C -5.0552 4.0688 8.1372 -0.33 0.10 0.11
C -5.8869 4.0591 9.2708 -0.10 0.04 -0.54
H -7.8760 4.4671 10.0462 0.37 0.09 -0.34
H -8.6592 5.5486 7.9231 0.20 -0.24 0.08
H -7.1603 5.5786 5.9298 0.04 -0.21 0.38
H -5.3927 4.9358 4.8587 0.24 -0.06 0.08
H -4.1178 5.6734 5.8152 -0.26 -0.38 -0.01
H -3.6105 2.8141 5.9565 -0.09 0.50 -0.23
H -2.1214 5.1330 5.4226 0.15 -0.40 -0.34
H -1.6066 3.4415 4.9579 0.01 0.52 -0.20
H -4.0149 3.7200 8.1927 -0.51 0.11 0.07
H -5.4923 3.7134 10.2249 -0.16 -0.05 -0.21

77
Properties=species:S:1:pos:R:3:forces:R:3 method="wB97M-V/def2-TZVPD" spin_multiplicity=2 homo_ev="-14.3 / -14.3" e_above_lowest_kj_mol=0.0 fmax_ha_per_bohr=0.01067 total_charge=+2 homo_lumo_gap_ev="9.05 / 8.98" s_squared=1.178 lumo_ev="-5.27 / -5.33"
Mn -0.4482 -0.5737 -0.3312 0.27 -0.39 0.27
N -0.2663 -2.4664 0.5884 -0.03 0.09 0.02
N 0.8070 -3.2379 0.1204 0.09 0.04 -0.01
C 1.9056 -2.7202 -0.4762 -0.01 -0.12 -0.13
O 2.8576 -3.3293 -0.8408 0.02 0.01 0.05
O 1.7909 -1.3312 -0.6294 -0.18 0.13 0.01
H -0.3147 -2.5332 1.6013 0.00 -0.01 0.05
H -1.1305 -2.8442 0.2032 -0.03 -0.06 0.00
H 0.7735 -4.2422 0.2032 0.01 -0.08 0.02
C 1.8364 1.8168 -1.5906 0.05 -0.04 -0.04
N 2.1972 1.1578 -0.2833 -0.01 -0.10 -0.02
P 0.7876 1.1071 0.7998 -0.21 0.00 0.01
C 0.2438 2.8156 0.8543 -0.08 -0.03 0.00
C -1.1318 3.0169 0.9256 -0.01 0.05 -0.04
C -1.6358 4.3009 1.0813 0.01 -0.03 -0.01
C -0.7675 5.3783 1.1440 -0.04 0.02 0.01
C 0.6059 5.1808 1.0575 0.05 -0.01 0.00
C 1.1152 3.9023 0.9209 0.00 0.01 0.05
C 1.4317 0.7605 2.4405 0.11 0.13 0.03
C 2.5389 1.4247 2.9699 0.00 -0.06 0.01
C 2.9416 1.1678 4.2670 -0.01 -0.03 0.02
C 2.2295 0.2653 5.0519 -0.01 0.01 -0.02
C 1.1101 -0.3743 4.5426 -0.01 0.01 -0.01
C 0.7139 -0.1277 3.2348 -0.09 -0.02 0.06
P 3.0265 -0.2612 -0.4445 0.10 0.05 0.08
C 3.9168 -0.7536 1.0124 0.06 -0.01 -0.08
C 3.3896 -1.6389 1.9526 -0.10 0.00 0.03
C 4.1274 -1.9835 3.0691 0.02 0.00 -0.02
C 5.3929 -1.4447 3.2585 0.02 0.00 -0.01
C 5.9258 -0.5648 2.3279 -0.02 -0.01 -0.02
C 5.1986 -0.2279 1.1987 -0.04 0.00 -0.01
C 4.0544 -0.1930 -1.8838 -0.06 0.04 0.06
C 4.9091 0.9077 -2.0341 0.00 0.04 0.07
C 5.7735 0.9623 -3.1083 0.02 0.00 -0.04
C 5.7889 -0.0710 -4.0395 -0.02 -0.01 0.02
C 4.9381 -1.1556 -3.8974 -0.01 0.02 0.03
C 4.0683 -1.2259 -2.8188 -0.08 -0.12 -0.02
H 1.2027 2.6707 -1.3758 -0.01 -0.02 -0.01
H 1.2951 1.1360 -2.2498 0.03 0.06 0.01
H 2.7396 2.1671 -2.0765 -0.02 0.02 -0.01
H -1.8104 2.1753 0.8506 0.01 -0.04 0.00
H -2.7035 4.4577 1.1418 -0.02 0.02 0.00
H -1.1597 6.3797 1.2550 0.00 0.02 0.00
H 1.2775 6.0273 1.0992 0.01 0.00 0.00
H 2.1854 3.7546 0.8532 0.04 -0.01 0.00
H 3.0902 2.1338 2.3678 0.04 0.03 -0.04
H 3.8032 1.6769 4.6769 0.01 0.01 0.00
H 2.5423 0.0742 6.0692 0.01 0.00 0.02
H 0.5420 -1.0538 5.1636 0.00 0.00 0.01
H -0.1849 -0.6014 2.8483 0.05 0.03 -0.02
H 2.3926 -2.0454 1.8453 0.05 0.01 -0.01
H 3.7170 -2.6731 3.7930 -0.02 -0.01 0.01
H 5.9699 -1.7205 4.1306 0.01 0.00 0.01
H 6.9150 -0.1530 2.4705 0.01 0.00 0.00
H 5.6404 0.4340 0.4684 0.01 0.03 -0.06
H 4.8876 1.7287 -1.3271 0.01 0.00 0.04
H 6.4316 1.8116 -3.2265 0.01 0.01 0.00
H 6.4661 -0.0245 -4.8810 0.01 0.00 -0.01
H 4.9505 -1.9555 -4.6237 0.00 -0.01 -0.01
H 3.4226 -2.0870 -2.7097 0.05 0.07 0.00
F -7.4384 0.6985 -1.3082 -0.04 0.01 -0.03
C -6.2109 0.3706 -0.9636 0.16 -0.04 -0.04
C -5.2686 0.1164 -1.8738 -0.22 0.07 0.16
N -3.9598 -0.2251 -1.5221 0.06 -0.01 0.02
C -3.0713 -0.5322 -2.6591 0.12 -0.01 0.00
C -1.6319 -0.4815 -2.2003 -0.33 0.10 -0.21
O -0.9775 -1.5447 -2.0117 0.02 -0.36 -0.07
O -1.1644 0.6167 -1.8057 0.07 0.47 -0.10
C -3.6031 -0.3252 -0.2168 0.02 0.03 0.08
O -2.4693 -0.6534 0.2071 0.08 0.01 -0.04
N -4.5716 -0.0562 0.6944 0.05 0.01 -0.10
C -5.9175 0.3054 0.4712 -0.08 0.02 -0.09
O -6.6640 0.5216 1.3785 0.02 -0.01 -0.02
H -5.4739 0.1636 -2.9329 -0.04 0.01 0.00
H -3.2239 0.2427 -3.4103 0.00 -0.04 0.00
H -3.3156 -1.5109 -3.0718 0.03 0.03 0.04
H -4.2999 -0.1244 1.6656 0.03 -0.01 0.04